A molecular structure, C28H31N5O3ReS3, computed with ωB97M-V with the def2-TZVPD basis set.

Values from the calculation:
Kohn-Sham gap (alpha / beta): 7.4208 / 4.4634 eV
net charge: +2
energy: -77753.9627 eV
HOMO level (alpha / beta): -12.929 / -12.908 eV
energy relative to the best compared isomer or geometry (same formula, charge and spin): 0.009 eV
2S+1: 4

```
71
Properties=species:S:1:pos:R:3:forces:R:3:mulliken_charge:R:1
Re 2.1137 0.8740 1.2697 0.2336 0.1460 -0.0843 1.6584
C 5.6235 1.3397 1.8470 -0.0041 -0.0029 -0.0064 -1.5271
C 4.1991 1.7472 2.0583 -0.0320 -0.0226 0.0203 0.9707
C 3.5589 2.6390 1.1888 -0.0528 -0.0311 -0.0155 -0.8335
C 2.2264 3.1268 1.4483 0.0083 0.0360 0.0188 -0.2756
C 1.5654 2.7197 2.6132 -0.0076 -0.0063 0.0081 -0.6624
C 2.1134 1.6972 3.4091 -0.0082 -0.0166 -0.0037 -0.5701
C 3.4033 1.1741 3.0926 -0.0181 -0.0094 0.0233 -0.4128
H 6.2631 2.0377 2.3920 0.0016 0.0023 -0.0053 0.3728
H 5.9028 1.3820 0.7959 -0.0005 -0.0019 -0.0006 0.4090
H 5.8304 0.3444 2.2362 -0.0036 -0.0011 0.0016 0.3533
H 4.0776 2.9864 0.3056 -0.0003 0.0044 0.0012 0.5533
H 1.7809 3.8473 0.7792 -0.0106 -0.0221 -0.0158 0.4870
H 0.5647 3.0777 2.8179 -0.0063 -0.0077 -0.0175 0.4380
H 1.5596 1.2961 4.2460 -0.0026 0.0012 -0.0020 0.4696
H 3.8247 0.4062 3.7277 0.0058 0.0008 0.0000 0.6540
C 1.8978 2.0350 -4.5230 0.0006 0.0018 0.0012 -1.0924
C 1.4196 0.7327 -3.9015 -0.0058 -0.0064 0.0035 -1.0506
N 0.3220 0.9314 -2.9401 0.0162 0.0046 0.0017 0.7005
C -1.0470 0.9835 -3.5041 -0.0181 0.0033 0.0037 0.0913
C -1.5934 2.4001 -3.5780 0.0076 0.0039 0.0009 -1.2484
C 0.5114 1.0314 -1.6468 -0.0255 0.0195 -0.0243 0.3616
S 2.1752 1.0626 -1.0831 -0.0068 0.0165 0.0088 -0.5655
N -0.6007 1.1351 -0.8874 0.0070 -0.0168 0.0265 0.0037
C -0.7332 0.8356 0.3634 0.0152 0.0478 -0.0011 -0.2579
O 0.2110 0.4462 1.1936 -0.0909 -0.0524 0.0512 -0.6085
C -2.0808 0.8847 0.9613 -0.0019 0.0060 0.0021 0.6430
C -2.3164 0.3130 2.2115 0.0060 -0.0008 -0.0005 -0.4586
C -3.5929 0.3272 2.7483 0.0016 0.0032 0.0024 -0.8932
C -4.6316 0.9293 2.0506 0.0026 0.0003 0.0039 -0.4849
C -4.3995 1.5062 0.8069 -0.0063 -0.0016 -0.0027 -0.8192
C -3.1309 1.4746 0.2564 -0.0015 -0.0025 -0.0024 0.0388
H 2.7281 1.8300 -5.1975 0.0009 -0.0015 -0.0001 0.4290
H 2.2420 2.7333 -3.7593 -0.0006 -0.0005 -0.0006 0.2489
H 1.1099 2.5141 -5.1021 -0.0001 0.0004 -0.0001 0.2940
H 2.2314 0.2147 -3.3960 0.0053 0.0022 0.0028 0.5896
H 1.0383 0.0501 -4.6586 -0.0013 0.0026 -0.0010 0.4634
H -1.6827 0.3434 -2.9003 0.0048 -0.0014 -0.0080 -0.3139
H -0.9792 0.5403 -4.4947 -0.0031 -0.0027 0.0028 0.5413
H -1.6508 2.8494 -2.5875 0.0016 0.0019 -0.0030 0.2364
H -2.5965 2.3757 -4.0031 0.0002 -0.0036 -0.0023 0.4241
H -0.9780 3.0353 -4.2131 -0.0005 0.0041 0.0004 0.3262
H -1.5065 -0.1615 2.7481 -0.0003 -0.0014 0.0009 0.4540
H -3.7794 -0.1281 3.7115 0.0019 -0.0001 0.0012 0.4670
H -5.6252 0.9538 2.4788 -0.0008 0.0000 -0.0011 0.4671
H -5.2098 1.9804 0.2694 0.0015 -0.0004 -0.0006 0.4606
H -2.9402 1.9085 -0.7157 -0.0029 -0.0009 -0.0011 0.4006
N -5.0422 -3.3309 1.6825 -0.0006 -0.0144 -0.0251 -0.4856
C -3.9100 -3.2109 0.9427 -0.0143 -0.0016 0.0130 0.9443
C -2.8522 -4.1270 1.1021 0.0079 -0.0019 -0.0008 -0.9025
C -1.6989 -3.9927 0.3697 -0.0036 -0.0087 0.0047 -0.6680
C -1.5707 -2.9332 -0.5328 0.0117 0.0067 -0.0057 -0.2549
C -2.6105 -2.0158 -0.7011 -0.0049 -0.0023 -0.0088 0.2305
C -3.7667 -2.1538 0.0250 0.0040 0.0048 -0.0058 -0.7987
S -0.1169 -2.7543 -1.4370 0.0047 0.0013 0.0270 1.0258
O -0.3290 -1.9620 -2.6075 -0.0005 -0.0172 0.0047 -0.6298
O 0.5863 -4.0063 -1.5105 -0.0040 -0.0061 -0.0038 -0.7731
N 0.7645 -1.7291 -0.4235 -0.0057 -0.0208 -0.0373 0.0571
C 1.8235 -2.1079 0.1806 -0.0018 0.0109 0.0195 0.3143
S 2.5899 -3.7160 0.1414 0.0071 0.0026 -0.0141 0.0733
C 3.7763 -3.1765 1.1991 -0.0120 -0.0020 0.0051 -0.4701
C 3.5972 -1.8494 1.5464 0.0026 -0.0167 -0.0139 -0.4251
N 2.5411 -1.2397 0.9978 -0.0151 -0.0560 0.0344 0.0146
H -5.2144 -4.1846 2.1851 0.0050 0.0049 0.0080 0.2126
H -5.8590 -2.8075 1.4189 0.0039 0.0076 0.0055 0.2326
H -2.9632 -4.9549 1.7905 0.0005 0.0001 0.0002 0.3641
H -0.9034 -4.7198 0.4679 0.0005 0.0012 -0.0016 0.5457
H -2.5063 -1.2115 -1.4167 -0.0055 0.0040 -0.0014 0.3194
H -4.5785 -1.4503 -0.1102 -0.0004 0.0040 0.0002 0.3613
H 4.5721 -3.8191 1.5422 0.0030 0.0048 0.0044 0.4508
H 4.2515 -1.3101 2.2118 0.0079 0.0007 0.0043 0.3288
```
Forces are in eV/Å.